{"formula": "C2H3NO2S", "method": "ωB97M-V/def2-TZVPD", "charge": 0, "energy_ha": -681.28972, "largest_force_ha_per_bohr": 0.0813, "lumo_ev": 0.035, "e_above_lowest_kj_mol": 445.29, "orbital_gap_ev": 9.614, "elements": ["C", "C", "N", "O", "O", "S", "H", "H", "H"], "positions_angstrom": [[-0.164, -0.359, -0.305], [0.062, -0.505, 1.128], [0.244, 0.876, 0.663], [1.030, 0.866, -2.209], [-1.208, -0.261, -1.118], [0.399, -0.368, -1.936], [-0.811, -0.737, 1.636], [1.105, -0.916, 1.348], [-0.657, 1.404, 0.792]], "atomic_forces_ev_per_a": [[1.64, 2.68, 2.76], [2.92, -0.50, -1.44], [-1.51, -0.71, -1.50], [0.82, 1.88, -1.00], [-0.71, -0.23, -1.30], [-1.11, -1.68, 0.78], [-1.14, -0.78, 1.59], [-1.97, 0.04, 0.37], [1.05, -0.69, -0.26]]}

{"formula": "C30H39F21O18S", "method": "ωB97M-V/def2-TZVPD", "charge": 0, "energy_ha": -5016.15537, "largest_force_ha_per_bohr": 0.1230, "lumo_ev": 0.228, "smiles": "CCOC(=O)C(F)(F)F.CCOC(=O)C(F)(F)F.CCOC(=O)C(F)(F)F.CCOC(=O)C(F)(F)F.CCOC(=O)C(F)(F)F.CCOC(=O)C(F)(F)F.CCOC(=O)C(F)(F)F.O=S1(=O)OCCO1", "e_above_lowest_kj_mol": 348.58, "orbital_gap_ev": 11.339, "elements": ["C", "C", "O", "C", "O", "C", "F", "F", "F", "H", "H", "H", "H", "H", "C", "C", "O", "C", "O", "C", "F", "F", "F", "H", "H", "H", "H", "H", "C", "C", "O", "C", "O", "C", "F", "F", "F", "H", "H", "H", "H", "H", "C", "C", "O", "C", "O", "C", "F", "F", "F", "H", "H", "H", "H", "H", "C", "C", "O", "C", "O", "C", "F", "F", "F", "H", "H", "H", "H", "H", "C", "C", "O", "C", "O", "C", "F", "F", "F", "H", "H", "H", "H", "H", "C", "C", "O", "C", "O", "C", "F", "F", "F", "H", "H", "H", "H", "H", "O", "S", "O", "O", "C", "C", "O", "H", "H", "H", "H"], "positions_angstrom": [[-0.948, 6.323, 17.798], [0.298, 6.835, 18.578], [0.347, 6.103, 19.794], [1.436, 5.796, 20.349], [2.589, 6.013, 19.917], [1.364, 5.044, 21.759], [2.235, 4.072, 21.868], [1.553, 5.956, 22.726], [0.151, 4.573, 21.905], [-0.915, 5.253, 17.590], [-1.012, 6.876, 16.861], [-1.854, 6.575, 18.348], [0.287, 7.914, 18.730], [1.228, 6.638, 18.045], [8.748, 10.417, 18.219], [8.028, 9.033, 18.430], [6.684, 9.162, 18.084], [5.882, 8.044, 17.889], [6.338, 6.910, 18.189], [4.607, 8.280, 17.066], [3.559, 7.929, 17.734], [4.637, 9.585, 16.653], [4.647, 7.506, 15.956], [8.118, 11.215, 18.612], [8.761, 10.594, 17.144], [9.757, 10.348, 18.628], [7.954, 8.693, 19.463], [8.561, 8.310, 17.812], [7.638, 5.038, 11.716], [7.180, 6.216, 12.639], [8.163, 6.662, 13.568], [9.095, 7.511, 13.326], [9.187, 8.109, 12.217], [9.977, 7.955, 14.533], [9.606, 7.337, 15.737], [11.211, 7.606, 14.243], [9.818, 9.220, 14.668], [8.506, 5.393, 11.161], [6.777, 4.842, 11.076], [7.988, 4.149, 12.239], [6.356, 5.863, 13.259], [6.730, 7.033, 12.076], [-0.728, 2.881, 9.860], [-1.245, 4.243, 10.424], [-1.995, 4.876, 9.436], [-3.408, 4.751, 9.384], [-4.077, 3.969, 10.063], [-4.061, 5.400, 8.141], [-3.162, 5.300, 7.169], [-5.260, 4.848, 7.763], [-4.241, 6.675, 8.330], [-1.547, 2.204, 9.619], [-0.216, 2.274, 10.607], [-0.052, 2.980, 9.010], [-0.382, 4.873, 10.640], [-1.695, 4.067, 11.401], [-2.759, 2.662, 14.148], [-1.718, 2.361, 15.306], [-1.088, 1.138, 14.972], [0.197, 0.781, 15.484], [0.900, 1.468, 16.225], [0.802, -0.584, 15.115], [0.797, -1.394, 16.151], [0.136, -1.145, 14.088], [2.036, -0.350, 14.671], [-2.307, 2.767, 13.162], [-3.426, 3.517, 14.254], [-3.386, 1.780, 14.019], [-2.405, 2.208, 16.138], [-1.130, 3.244, 15.556], [3.869, 6.093, 9.917], [3.203, 6.629, 11.177], [2.336, 7.732, 11.023], [1.361, 7.992, 11.960], [1.338, 7.556, 13.098], [0.178, 8.755, 11.307], [0.717, 9.562, 10.284], [-0.683, 7.895, 10.727], [-0.340, 9.626, 12.220], [3.170, 6.212, 9.088], [4.001, 5.021, 10.066], [4.803, 6.647, 9.822], [3.849, 6.774, 12.043], [2.633, 5.763, 11.515], [9.332, 2.899, 15.470], [8.133, 3.371, 16.323], [7.058, 2.478, 16.207], [6.312, 2.466, 15.010], [6.606, 3.136, 14.015], [5.198, 1.364, 15.005], [5.128, 0.712, 16.170], [3.988, 2.003, 14.866], [5.399, 0.564, 13.966], [10.259, 3.357, 15.815], [9.267, 3.246, 14.439], [9.492, 1.825, 15.374], [7.952, 4.408, 16.041], [8.396, 3.617, 17.352], [0.472, 4.993, 13.033], [1.339, 4.082, 13.764], [1.468, 2.692, 13.369], [2.898, 4.661, 13.688], [3.257, 5.193, 14.922], [2.477, 4.494, 16.040], [1.175, 4.389, 15.467], [4.339, 5.066, 14.962], [2.944, 6.234, 14.992], [2.496, 5.147, 16.913], [2.741, 3.468, 16.298]], "atomic_forces_ev_per_a": [[0.62, 0.98, 0.43], [-0.26, -0.64, -1.83], [-2.62, 0.29, 0.60], [6.28, -0.55, 0.50], [-2.88, -0.33, 0.81], [-0.73, 1.74, -1.54], [0.43, -0.10, -0.02], [0.41, -0.10, 0.06], [-1.21, -0.88, 0.41], [0.16, 0.10, 0.10], [0.12, -0.12, -0.13], [0.02, -0.20, 0.13], [-0.28, -0.10, 0.50], [-0.10, -0.11, -0.12], [-1.53, -1.36, -0.17], [1.36, 0.51, 0.85], [-3.83, -0.61, -2.03], [5.52, -2.60, 1.42], [-2.51, 3.61, -1.15], [2.09, 0.93, -0.99], [-1.35, 0.44, 0.56], [-1.05, -1.30, 0.45], [0.20, 0.48, 0.38], [0.40, 0.02, 0.48], [0.36, -0.05, -0.05], [-0.17, 0.31, 0.01], [0.97, 0.03, 0.16], [-0.35, -0.34, 0.09], [0.46, 1.58, 0.69], [-0.76, -1.30, -0.74], [-0.13, -1.33, 1.91], [-0.63, 2.92, -4.67], [0.52, -1.78, 3.67], [-1.68, -2.99, -0.03], [0.59, 0.73, -1.57], [0.81, 0.27, 0.45], [0.40, 1.87, 0.57], [-0.24, 0.02, -0.49], [0.28, -0.27, -0.15], [-0.54, 0.13, 0.26], [0.23, -0.13, 0.30], [0.67, 0.25, -0.22], [-0.36, -0.10, 0.64], [1.79, -2.21, 0.50], [-4.07, 1.51, -1.05], [0.40, -3.95, 1.80], [1.96, 2.42, -1.14], [0.43, -0.52, -0.23], [-0.22, -0.54, -0.99], [1.87, 0.40, 0.68], [-0.72, 1.56, 0.49], [-0.31, 0.36, -0.44], [0.36, 0.47, 0.37], [-0.22, 0.21, -0.05], [-0.15, 0.22, -0.24], [-0.75, 0.23, -0.32], [0.88, -0.82, -0.34], [-2.69, 1.23, -0.67], [3.51, -1.75, 0.67], [-0.56, 3.39, 1.71], [-2.24, -1.31, -1.75], [-1.10, 0.78, -1.97], [0.22, -0.27, 0.23], [-0.03, -0.26, 0.42], [0.21, -0.35, 0.47], [0.46, 0.15, 0.11], [0.31, 0.07, 0.63], [-0.11, -0.05, 0.28], [0.46, -0.32, 0.52], [0.74, -0.50, -0.29], [-0.24, 1.26, 0.67], [-0.53, -2.26, 1.58], [-1.77, 1.24, 0.07], [1.24, -2.33, 0.76], [0.10, 1.29, -2.09], [1.86, 2.00, -1.14], [-1.25, -1.21, 1.45], [0.34, 1.17, 1.11], [-0.27, -1.60, -1.27], [0.33, 0.19, -0.20], [0.40, 0.14, -0.02], [0.06, -0.38, -0.84], [0.51, 0.41, -0.29], [-0.66, 0.31, 0.22], [0.31, 0.47, -0.24], [2.08, 1.15, -1.02], [-2.91, -0.40, -1.68], [3.25, 1.45, -0.44], [-1.41, -1.73, 2.83], [-0.76, 1.55, 0.69], [0.32, -0.19, -0.88], [1.11, -0.63, -0.27], [-0.23, -0.08, 0.58], [0.00, -0.10, 0.34], [-0.43, 0.09, -0.02], [-0.24, -0.08, 0.58], [-0.91, -0.07, -0.84], [-0.22, -1.39, 0.41], [0.81, -1.84, 1.50], [1.45, 0.94, 0.05], [-0.92, 1.81, 1.05], [-2.36, -1.21, -0.53], [0.75, 0.43, 1.24], [0.48, -0.62, -0.69], [-0.88, -0.26, -2.81], [-0.04, 0.22, 0.40], [0.30, 0.14, -0.33], [-0.45, -0.15, 0.03], [0.58, 0.21, 0.07]]}